Entry 1:
{
  "formula": "C29H22CdIN8O3S2",
  "method": "ωB97M-V/def2-TZVPD",
  "species": ["I", "Cd", "S", "S", "O", "O", "O", "N", "N", "N", "N", "N", "N", "N", "N", "C", "C", "C", "C", "C", "C", "C", "C", "C", "C", "C", "C", "C", "C", "C", "C", "C", "C", "C", "C", "C", "C", "C", "C", "C", "C", "C", "C", "C", "H", "H", "H", "H", "H", "H", "H", "H", "H", "H", "H", "H", "H", "H", "H", "H", "H", "H", "H", "H", "H", "H"],
  "xyz": [[4.29972, 3.24001, 6.03104], [0.83814, -0.73705, 1.83772], [-1.32523, 2.37986, 0.83665], [-4.47710, -2.99973, -5.41206], [4.52940, -2.94627, 1.51934], [-7.07445, -3.40156, -5.67833], [2.57916, -2.15341, 2.24795], [0.10731, 0.00407, 3.83964], [0.28140, 4.29852, 1.82235], [2.87691, 0.69937, 2.90097], [0.13478, 4.14970, -0.46546], [2.26158, -0.99604, -0.25150], [-1.76013, 1.20583, 7.74366], [3.58283, -0.15845, 3.69141], [0.30032, 4.15731, 4.81662], [3.00015, 1.89494, 3.47620], [3.13361, -1.98626, -0.12538], [-6.19364, -3.13768, -4.88431], [0.24990, 0.70499, -2.76773], [-0.24154, 3.66110, 0.76682], [0.64749, -0.00381, -3.94944], [3.67312, -2.66464, -1.23214], [3.76983, 1.76781, 4.65972], [1.25398, 5.38631, 1.75660], [-3.63547, -2.63113, -3.89740], [3.19324, -2.33963, -2.46735], [-0.60327, -1.52407, 0.51358], [-3.41290, -1.32155, -3.47887], [-0.43886, 1.79899, 5.58499], [-2.79274, -1.05351, -2.27722], [-6.53858, -2.87182, -3.42766], [1.80586, -0.62205, -1.48335], [-3.08103, -3.65722, -3.18412], [4.10563, 0.44510, 4.75969], [-0.15980, 0.81555, 4.63290], [-1.16695, 1.48267, 6.77654], [-2.21151, -2.10911, -1.52605], [0.82361, 0.40053, -1.57076], [1.58131, -0.99500, -3.89011], [-1.36779, -1.82680, -0.39608], [2.19366, -1.32158, -2.64221], [3.44333, -2.42432, 1.32165], [-0.06254, 3.11289, 5.20446], [-2.37461, -3.39754, -2.01677], [-0.51698, 1.49267, -2.84640], [0.91245, 6.20715, 1.16799], [2.19298, 5.03945, 1.29318], [-3.22368, -4.66270, -3.52346], [1.03206, 4.61692, -0.58167], [1.47220, 5.71892, 2.78541], [-3.80062, -0.52375, -4.10510], [3.48006, -1.18110, 3.47066], [-6.79784, -1.81678, -3.34152], [-1.93698, -4.23854, -1.48459], [4.62681, -0.08783, 5.52921], [2.52315, 2.75764, 3.02750], [-5.73614, -3.12408, -2.73053], [0.52302, 0.92423, -0.65368], [3.50011, -2.87252, -3.34034], [-0.11279, 4.10630, 2.72851], [0.20334, 0.28652, -4.91501], [-2.69243, -0.03227, -1.93220], [-7.43923, -3.44538, -3.20233], [1.79784, -1.54639, -4.78172], [4.34399, -3.48341, -1.04351], [-0.09941, 3.53965, -1.23662]],
  "charge": -1,
  "homo_ev": -5.84,
  "homo_lumo_gap_ev": 7.7367,
  "e_above_lowest_kcal_mol": 0.0
}

Entry 2:
{
  "formula": "C9H7N2O7Pt",
  "method": "ωB97M-V/def2-TZVPD",
  "species": ["Pt", "O", "O", "O", "O", "O", "O", "O", "N", "N", "C", "C", "C", "C", "C", "C", "C", "C", "C", "H", "H", "H", "H", "H", "H", "H"],
  "xyz": [[-0.45506, 0.02404, 0.78675], [3.11332, 1.07289, -0.86917], [-2.94846, -3.55523, -1.49407], [-2.29118, 2.35345, 0.36678], [0.37813, -4.77199, 1.71509], [-1.68438, -1.05668, -0.30650], [-1.86186, -5.82230, 0.07548], [0.33403, -1.75061, 1.32274], [1.81413, 1.51321, -1.17364], [-1.10957, 1.91447, 0.35897], [-1.44635, -2.32865, -0.04601], [-0.42255, -2.68489, 0.79899], [-0.14790, 2.48561, -0.31641], [1.81931, 1.80361, 1.25627], [-0.36624, 3.57066, -1.30658], [-2.12253, -3.49194, -0.61607], [-1.50523, -4.68116, 0.14153], [-0.36659, -4.12728, 1.01509], [1.18559, 1.84340, -0.11117], [0.48586, 3.63088, -1.97936], [2.35234, 0.86785, 1.42333], [2.55525, 2.60921, 1.33787], [3.41484, 0.72234, -1.71247], [-1.27794, 3.35430, -1.86915], [-0.51788, 4.54557, -0.83375], [1.07093, 1.95922, 2.03547]],
  "charge": -1,
  "homo_ev": -4.96,
  "homo_lumo_gap_ev": 6.6064,
  "e_above_lowest_kcal_mol": 41.8
}

Entry 3:
{
  "formula": "C34H16BrF4IrN4O11PS5",
  "method": "ωB97M-V/def2-TZVPD",
  "species": ["Ir", "Br", "S", "S", "S", "S", "S", "P", "F", "F", "F", "F", "O", "O", "O", "O", "O", "O", "O", "O", "O", "O", "O", "N", "N", "N", "N", "C", "C", "C", "C", "C", "C", "C", "C", "C", "C", "C", "C", "C", "C", "C", "C", "C", "C", "C", "C", "C", "C", "C", "C", "C", "C", "C", "C", "C", "C", "C", "C", "C", "C", "H", "H", "H", "H", "H", "H", "H", "H", "H", "H", "H", "H", "H", "H", "H", "H"],
  "xyz": [[-0.37438, -1.03136, -0.24347], [-3.00614, 0.92372, -1.85653], [1.72175, -1.52814, -1.32250], [4.73513, -6.23461, -0.01085], [-0.06155, -3.16510, 0.82187], [2.15228, -5.12440, 0.89896], [3.72599, -3.66603, -1.06097], [-0.67024, 1.08957, 0.97288], [-2.79872, 5.75732, 1.61018], [-4.46526, 3.39123, -2.02871], [-1.20853, 3.79168, 2.23926], [-4.40726, 5.61491, -0.55797], [1.60707, -1.44518, 3.27584], [-0.09721, -1.50075, -6.26026], [-5.89913, -3.11869, -5.39259], [-0.75514, -1.38120, -2.27366], [-4.53197, -2.41412, -0.94028], [0.77494, -0.59158, 1.39990], [0.54651, -0.61591, -4.40909], [4.47870, 1.98417, -1.00854], [-2.47597, -2.18971, -0.41290], [6.39386, 1.01755, -1.20518], [-4.58327, -2.62144, -7.02895], [5.28344, 1.12027, -0.71992], [-0.25891, -1.21640, -5.08542], [-4.83720, -2.73496, -5.84562], [-3.38070, -2.25313, -1.25274], [4.17442, -1.68032, 2.23896], [3.20715, -0.85080, 1.68013], [-2.10343, 0.93810, 4.82914], [1.79755, -1.00202, 2.17247], [-3.63587, 3.44259, -0.98792], [4.88356, 0.11704, 0.30471], [-1.39699, 1.33784, 3.70399], [-2.33734, -0.50564, 2.47885], [3.56569, 0.06761, 0.70668], [-4.02494, -2.46871, -3.55117], [-3.77504, -2.38094, -4.88491], [-1.92368, 2.41907, 0.42067], [5.85311, -0.72558, 0.81261], [1.44628, -3.65792, 0.29533], [2.66427, 3.02944, 2.33796], [0.74560, 2.19862, 1.15280], [-1.55105, -1.63820, -4.47277], [1.53904, 2.21744, 2.29600], [-2.91731, -0.18308, 4.78857], [5.49217, -1.62430, 1.80170], [2.20088, -2.95497, -0.62112], [2.22488, 3.77384, 0.09335], [3.60974, -5.08049, -0.05661], [-3.03324, -0.90809, 3.61096], [-1.97382, 3.60534, 1.15728], [-2.81063, 2.37542, -0.67390], [-1.50924, 0.61753, 2.51658], [-2.79925, 4.66561, 0.85286], [-3.62605, 4.59228, -0.23784], [-2.53787, -1.96761, -5.35425], [3.01154, 3.80079, 1.23544], [-1.71838, -1.69930, -3.04487], [-3.02213, -2.14681, -2.65145], [1.08991, 2.97406, 0.05134], [1.28784, 1.59585, 3.14815], [-2.01183, 1.50931, 5.74505], [3.90481, 4.41437, 1.26438], [2.83753, 0.73904, 0.27206], [-2.44982, -1.07966, 1.56929], [-0.76341, 2.20844, 3.76362], [-4.98745, -2.79895, -3.19249], [0.48209, 2.94924, -0.84674], [3.27744, 3.04931, 3.23130], [6.86517, -0.66381, 0.43772], [-3.45685, -0.49525, 5.67499], [3.87619, -2.37246, 3.01731], [2.50140, 4.36067, -0.77358], [-2.35526, -1.89912, -6.41470], [6.23633, -2.28301, 2.23244], [-3.66180, -1.78955, 3.56687]],
  "charge": 0,
  "homo_ev": [-8.30, -8.67],
  "homo_lumo_gap_ev": [5.9004, 5.7818],
  "multiplicity": 2,
  "e_above_lowest_kcal_mol": 102.7
}

What is the formula in the third record?
C34H16BrF4IrN4O11PS5